(1)
{"formula": "C17H29BF4NO2P2Ru", "method": "ωB97M-V with the def2-TZVPD basis set", "multiplicity": 5, "homo_energy_ev": [-9.74, -12.02], "charge": 1, "gap_ev": [6.54, 6.39], "species": ["C", "C", "N", "C", "C", "C", "C", "P", "Ru", "P", "C", "C", "C", "C", "C", "C", "C", "O", "O", "H", "H", "H", "C", "C", "H", "H", "H", "H", "C", "C", "H", "H", "H", "H", "H", "H", "H", "H", "H", "H", "H", "H", "H", "H", "H", "H", "H", "H", "H", "H", "H", "H", "F", "B", "F", "F", "F"], "coordinates": [[1.019, -4.006, 1.010], [1.130, -2.633, 0.685], [0.277, -1.735, 1.317], [-0.609, -2.169, 2.223], [-0.541, -3.456, 2.742], [0.244, -4.393, 2.077], [2.106, -2.085, -0.174], [2.013, -0.333, -0.644], [0.142, 0.291, 0.520], [-2.003, 0.157, 1.632], [-1.501, -1.095, 2.828], [-0.211, 2.063, -0.654], [0.842, 2.974, -0.680], [0.731, 4.159, -1.422], [-0.422, 4.437, -2.156], [-1.456, 3.505, -2.183], [-1.332, 2.301, -1.468], [0.082, -4.482, -4.060], [-1.173, -0.333, -5.264], [1.610, -4.714, 0.435], [-1.063, -3.639, 3.682], [0.286, -5.402, 2.461], [3.534, 0.232, 0.178], [2.252, 0.003, -2.408], [-2.389, -1.486, 3.344], [-0.876, -0.583, 3.581], [0.809, -4.617, -3.471], [2.974, -2.738, -0.359], [-2.402, 1.758, 2.342], [-3.481, -0.493, 0.778], [1.762, 2.743, -0.141], [1.575, 4.854, -1.437], [-0.502, 5.359, -2.730], [-2.354, 3.703, -2.783], [-2.092, 1.523, -1.597], [-1.300, 0.216, -0.292], [-1.197, 0.558, -5.716], [-1.269, -0.876, -6.076], [-0.685, -4.568, -3.481], [-0.976, -0.609, -0.120], [4.350, -0.335, -0.292], [3.717, 1.311, 0.094], [3.415, -0.011, 1.242], [3.078, -0.582, -2.826], [1.356, -0.230, -2.994], [2.488, 1.060, -2.576], [-4.269, -0.683, 1.523], [-3.852, 0.210, 0.015], [-3.244, -1.434, 0.262], [-3.338, 1.687, 2.927], [-1.556, 2.084, 2.975], [-2.518, 2.481, 1.515], [1.636, 0.939, 2.223], [1.379, 2.043, 3.158], [0.632, 1.496, 4.200], [2.562, 2.592, 3.583], [0.610, 2.982, 2.450]], "forces_ev_per_a": [[0.656, 0.395, -0.481], [-0.683, 0.408, 0.837], [0.097, -0.995, -0.661], [0.502, 1.048, 0.266], [-0.129, -0.015, 0.037], [-0.236, 0.062, 0.685], [0.274, -0.702, -0.386], [1.050, -0.248, -0.271], [0.473, 3.864, 1.900], [0.013, 0.873, 0.756], [-0.075, -0.377, 1.029], [0.548, -1.153, -0.147], [0.176, 0.612, -0.397], [0.329, -0.105, 0.255], [0.142, -0.126, 0.162], [-0.256, -0.538, 0.163], [-0.059, 0.416, -0.230], [-0.787, 0.182, -0.188], [-0.139, 1.196, -1.941], [-0.034, 0.044, 0.264], [-0.032, -0.348, -0.486], [-0.038, -0.127, -0.179], [0.115, 0.020, 0.140], [0.007, -0.512, -0.641], [0.356, -0.248, -0.028], [-0.242, 0.100, -0.134], [0.878, -0.182, 0.413], [-0.442, 0.468, -0.362], [-0.464, 0.085, 0.724], [0.167, -0.050, -0.129], [-0.225, 0.333, -0.013], [-0.321, -0.164, 0.031], [0.041, -0.231, 0.166], [0.419, -0.163, 0.279], [0.069, 0.333, 0.091], [-0.584, -1.080, -1.476], [0.077, -1.066, 1.126], [0.101, -0.120, 0.887], [-0.091, -0.001, -0.231], [-1.892, -1.480, -2.884], [-0.025, 0.231, 0.257], [-0.148, -0.288, -0.109], [0.283, 0.062, -0.360], [-0.049, 0.013, 0.180], [0.058, 0.004, 0.232], [-0.129, -0.116, 0.398], [0.218, 0.124, -0.206], [0.182, -0.113, 0.370], [-0.003, 0.202, 0.211], [0.400, 0.244, -0.176], [-0.357, -0.107, -0.251], [0.044, -0.370, 0.311], [0.184, -0.205, 0.143], [-0.112, 0.789, 0.418], [-0.204, -0.223, -0.070], [-0.025, -0.354, -0.212], [-0.076, -0.302, -0.083]]}

(2)
{"formula": "C37H37N5O5PRu", "method": "ωB97M-V with the def2-TZVPD basis set", "de_lowest_kj_mol": 564.7, "multiplicity": 6, "homo_energy_ev": [-4.21, -6.50], "charge": 0, "gap_ev": [4.41, 5.28], "species": ["Ru", "O", "C", "N", "C", "C", "C", "C", "C", "C", "N", "C", "C", "C", "C", "C", "N", "H", "H", "H", "H", "H", "H", "H", "H", "H", "H", "C", "O", "C", "O", "H", "H", "H", "O", "C", "O", "C", "N", "C", "C", "C", "H", "H", "H", "H", "H", "H", "H", "H", "H", "N", "P", "C", "C", "C", "C", "C", "C", "C", "C", "C", "C", "C", "C", "C", "C", "C", "C", "C", "C", "H", "H", "H", "H", "H", "H", "H", "H", "H", "H", "H", "H", "H", "H", "H"], "coordinates": [[0.579, -0.082, 0.550], [-2.215, 2.108, -1.484], [-1.367, 1.299, -1.124], [-0.814, 1.287, 0.142], [-1.036, 2.435, 0.985], [-0.065, 2.364, 2.132], [-0.205, 3.120, 3.286], [0.756, 3.021, 4.275], [1.835, 2.170, 4.098], [1.897, 1.424, 2.938], [0.969, 1.525, 1.981], [-0.831, 0.268, -2.005], [-1.447, -0.085, -3.275], [-0.013, -1.337, -4.357], [1.221, -1.326, -3.526], [1.317, -0.956, -2.255], [0.161, -0.623, -1.422], [-2.063, 2.515, 1.354], [-0.855, 3.361, 0.425], [-1.057, 3.778, 3.394], [0.661, 3.603, 5.183], [2.604, 2.061, 4.849], [2.692, 0.718, 2.744], [-2.431, 0.367, -3.371], [0.112, -1.911, -5.272], [2.155, -1.591, -4.011], [2.260, -0.921, -1.729], [3.392, -3.236, 1.394], [2.169, -2.571, 1.046], [2.248, -1.241, 0.838], [3.322, -0.659, 0.832], [3.197, -4.298, 1.274], [3.642, -3.022, 2.432], [4.204, -2.916, 0.746], [0.107, -2.709, 3.958], [-0.378, -2.023, 3.075], [0.037, -0.895, 2.628], [-1.673, -2.572, 2.429], [-2.172, -1.572, 1.411], [-3.546, -1.128, 1.799], [-3.588, -1.408, 3.294], [-2.842, -2.738, 3.396], [-1.397, -3.497, 1.932], [-2.085, -1.899, 0.445], [-1.510, -0.800, 1.515], [-4.262, -1.738, 1.251], [-3.671, -0.086, 1.513], [-4.609, -1.455, 3.667], [-3.057, -0.625, 3.840], [-3.494, -3.549, 3.061], [-2.473, -2.977, 4.390], [-0.548, -1.814, -0.911], [-1.100, -2.713, -2.170], [-2.458, -3.653, -1.395], [-3.748, -3.851, -1.879], [-4.639, -4.657, -1.182], [-4.253, -5.290, -0.009], [-2.961, -5.120, 0.468], [-2.072, -4.311, -0.223], [0.027, -4.032, -2.701], [1.048, -4.424, -1.839], [1.889, -5.467, -2.198], [1.713, -6.114, -3.415], [0.699, -5.717, -4.275], [-0.149, -4.677, -3.921], [-1.375, -1.647, -3.600], [-2.428, -2.169, -4.497], [-2.728, -1.587, -5.737], [-2.189, -0.434, -6.328], [-1.208, 0.403, -5.823], [-0.508, 0.139, -4.557], [-4.089, -3.364, -2.782], [-5.642, -4.789, -1.568], [-4.951, -5.923, 0.524], [-2.637, -5.637, 1.363], [-1.048, -4.218, 0.125], [1.200, -3.892, -0.904], [2.689, -5.768, -1.533], [2.374, -6.925, -3.695], [0.570, -6.214, -5.228], [-0.935, -4.349, -4.594], [-3.070, -2.969, -4.160], [-3.518, -2.082, -6.294], [-2.605, -0.162, -7.293], [-0.922, 1.287, -6.378], [0.270, 0.880, -4.373]], "forces_ev_per_a": [[0.244, 0.029, 0.331], [-0.053, 0.001, -0.005], [0.062, 0.098, 0.012], [-0.134, -0.159, -0.050], [0.160, 0.095, -0.002], [-0.006, 0.032, -0.030], [0.003, 0.069, -0.099], [0.000, 0.059, 0.089], [0.037, -0.053, -0.044], [0.054, 0.062, -0.007], [0.087, -0.225, 0.127], [-0.006, -0.134, 0.012], [-0.059, -0.036, -0.079], [-0.050, 0.032, 0.011], [0.058, 0.036, 0.036], [-0.055, 0.044, -0.012], [-0.179, 0.022, 0.051], [-0.036, -0.080, 0.023], [-0.043, 0.038, -0.012], [0.005, -0.009, 0.002], [0.007, -0.005, -0.013], [-0.017, 0.007, -0.002], [0.011, 0.004, 0.010], [-0.024, 0.015, 0.011], [-0.003, -0.011, 0.001], [-0.029, 0.013, -0.013], [0.014, -0.026, -0.004], [-0.023, -0.006, -0.013], [-0.146, -0.017, -0.039], [0.356, 0.374, -0.032], [0.007, -0.178, 0.007], [-0.002, -0.024, 0.015], [0.037, 0.016, 0.000], [0.014, -0.003, -0.001], [-0.073, 0.198, -0.119], [0.048, -0.239, 0.240], [-0.263, 0.062, -0.270], [0.026, 0.045, -0.176], [-0.506, -0.373, 0.546], [0.077, -0.030, -0.040], [-0.043, 0.011, -0.013], [0.047, -0.031, 0.055], [-0.088, 0.161, 0.096], [0.192, 0.087, -0.156], [0.090, 0.349, -0.037], [-0.009, -0.028, 0.007], [-0.028, 0.006, -0.007], [0.007, 0.000, 0.012], [0.004, -0.011, -0.003], [0.021, -0.018, 0.004], [-0.014, 0.031, 0.015], [0.025, -0.164, -0.404], [-0.019, -0.124, 0.126], [0.177, -0.087, -0.174], [-0.239, 0.216, 0.045], [0.004, 0.014, 0.021], [-0.032, 0.007, -0.007], [0.013, 0.001, -0.015], [0.065, -0.224, -0.153], [0.013, 0.020, 0.170], [0.039, -0.008, 0.009], [0.005, 0.020, 0.023], [0.016, -0.013, -0.002], [-0.012, 0.019, -0.009], [0.009, -0.024, -0.038], [0.078, 0.025, -0.052], [-0.169, 0.016, -0.009], [-0.044, -0.054, 0.035], [0.060, 0.049, -0.010], [-0.046, -0.105, 0.002], [0.031, 0.053, 0.017], [0.051, 0.013, 0.144], [0.016, -0.015, 0.014], [0.014, 0.002, -0.018], [-0.001, 0.033, 0.004], [-0.032, -0.032, -0.072], [-0.013, -0.002, -0.031], [-0.017, 0.004, -0.013], [-0.015, 0.015, 0.002], [0.001, 0.008, 0.011], [0.005, -0.013, 0.013], [0.242, 0.051, -0.119], [0.020, 0.034, -0.014], [-0.007, -0.020, 0.026], [-0.020, -0.008, 0.031], [0.003, -0.003, 0.007]]}

(3)
{"formula": "C19H23N6O4P2S", "method": "ωB97M-V with the def2-TZVPD basis set", "homo_energy_ev": -10.78, "charge": 1, "gap_ev": 5.14, "species": ["C", "C", "C", "N", "N", "C", "C", "C", "S", "C", "N", "N", "C", "O", "C", "P", "P", "O", "O", "O", "H", "H", "H", "H", "H", "H", "H", "H", "H", "H", "H", "H", "H", "N", "C", "C", "C", "C", "C", "H", "H", "H", "H", "H", "N", "C", "C", "C", "C", "C", "H", "H", "H", "H", "H"], "coordinates": [[6.565, -0.829, 2.082], [5.102, -1.160, 1.685], [4.489, -2.469, 1.800], [3.233, -2.844, 1.478], [2.359, -1.970, 1.024], [2.791, -0.719, 0.907], [1.701, 0.317, 0.410], [0.464, -0.344, -0.293], [-0.960, 0.858, -0.105], [-1.758, 0.235, 1.410], [-2.720, -0.715, 1.328], [-3.062, -0.971, 2.611], [-2.342, -0.210, 3.441], [-1.483, 0.598, 2.705], [4.130, -0.124, 1.165], [4.590, 1.644, 0.899], [3.279, 2.997, 2.025], [2.330, 3.572, 1.053], [2.535, 2.122, 3.221], [4.287, 4.157, 2.667], [6.933, 0.131, 1.657], [6.549, -0.680, 3.203], [7.237, -1.699, 1.899], [5.143, -3.281, 2.212], [2.938, -3.821, 1.586], [1.348, 0.905, 1.296], [2.183, 1.064, -0.284], [0.097, -1.287, 0.171], [0.634, -0.541, -1.387], [-2.384, -0.202, 4.546], [5.894, 1.851, 1.465], [2.814, 1.190, 3.202], [4.683, 3.718, 3.453], [-7.167, 2.094, -0.641], [-6.407, 3.109, -1.062], [-5.034, 3.172, -0.881], [-4.411, 2.124, -0.222], [-5.178, 1.060, 0.226], [-6.544, 1.095, -0.010], [-6.939, 3.906, -1.569], [-4.469, 4.019, -1.246], [-3.337, 2.139, -0.062], [-4.731, 0.226, 0.743], [-7.186, 0.284, 0.319], [-0.924, -0.899, -4.088], [-1.640, -1.641, -3.236], [-2.288, -2.814, -3.589], [-2.193, -3.243, -4.903], [-1.459, -2.490, -5.806], [-0.846, -1.334, -5.350], [-1.687, -1.261, -2.221], [-2.851, -3.375, -2.855], [-2.686, -4.154, -5.220], [-1.363, -2.794, -6.840], [-0.258, -0.714, -6.018]], "forces_ev_per_a": [[-0.970, -0.609, 1.042], [-2.881, 1.278, -1.434], [2.178, -0.364, 0.571], [1.903, 1.521, 0.343], [0.636, 0.706, -0.009], [-0.688, 2.662, -0.984], [0.360, -0.983, 0.026], [-0.287, 0.285, 0.403], [-0.118, -0.562, 0.953], [-1.040, -1.616, -1.080], [2.671, 2.428, 0.760], [0.621, 0.698, 2.584], [-0.787, -0.863, -2.586], [-0.726, -0.925, -0.279], [1.181, -3.684, 2.171], [0.367, -0.435, -1.000], [-1.468, 1.484, 0.049], [0.993, -0.595, 1.077], [1.380, 0.767, -0.916], [-1.226, -2.937, 0.087], [-0.264, -1.104, 0.003], [0.094, -0.130, -1.020], [-0.427, 0.838, -0.106], [-0.839, 0.676, -0.483], [-0.033, 0.553, -0.095], [0.289, -0.517, -0.669], [-0.412, -0.716, 0.659], [0.578, 0.697, -0.265], [-0.256, 0.403, 1.032], [0.200, 0.261, -1.060], [-0.778, -0.519, 0.217], [-0.082, 0.397, 0.184], [0.062, 0.781, -0.224], [0.387, -0.006, 0.061], [-0.300, -0.147, 0.025], [0.083, -0.026, 0.037], [0.018, -0.012, 0.033], [-0.042, 0.113, -0.022], [-0.275, 0.178, -0.141], [0.073, 0.023, -0.005], [-0.043, -0.008, -0.001], [-0.130, 0.035, -0.029], [-0.082, -0.022, -0.059], [0.071, -0.019, 0.030], [-0.073, -0.340, -0.014], [0.201, 0.225, -0.082], [0.013, -0.020, -0.046], [-0.042, -0.099, -0.048], [-0.038, -0.023, 0.078], [0.089, 0.237, 0.199], [-0.130, -0.045, 0.047], [0.003, 0.051, -0.003], [0.012, 0.039, 0.010], [0.009, 0.038, 0.024], [-0.036, -0.051, -0.045]]}

(4)
{"formula": "C5H6O", "method": "ωB97M-V with the def2-TZVPD basis set", "de_lowest_kj_mol": 358.3, "homo_energy_ev": -9.31, "charge": 0, "gap_ev": 10.05, "species": ["C", "C", "C", "C", "C", "O", "H", "H", "H", "H", "H", "H"], "coordinates": [[2.133, -0.428, 0.059], [0.713, -0.007, 0.121], [-0.149, 0.803, 0.564], [-1.518, 0.963, 0.443], [-1.704, -0.571, -0.717], [-2.689, -0.958, -1.185], [2.750, 0.207, 0.700], [2.515, -0.362, -0.965], [2.246, -1.466, 0.390], [-1.896, 1.798, -0.150], [-2.150, 0.732, 1.303], [-0.251, -0.711, -0.562]], "forces_ev_per_a": [[0.071, -0.002, 0.016], [-0.138, 0.239, 0.158], [0.027, -0.348, -0.250], [0.075, 0.219, 0.172], [-0.948, -0.411, -0.476], [0.903, 0.354, 0.429], [-0.084, -0.095, -0.098], [-0.075, -0.011, 0.153], [-0.032, 0.161, -0.053], [0.064, -0.144, 0.065], [0.100, 0.005, -0.138], [0.037, 0.034, 0.022]]}